No. 1
89
Properties=species:S:1:pos:R:3:forces:R:3:lowdin_spin:R:1 method="wB97M-V/def2-TZVPD" homo_lumo_gap_ev="7.3846 / 7.7460" lumo_energy_ev="-2.468 / -2.136" energy_ev=-141685.993 total_charge=+1 relative_energy_kcal_mol=7.0 spin_multiplicity=3
V -0.704 0.029 -0.156 -0.1336 -0.4486 0.2880 2.101
C -2.294 -0.745 2.402 0.0555 -0.0244 0.0109 0.004
C -3.215 -0.056 1.406 -0.0283 -0.0176 -0.0333 0.007
N -2.831 -0.398 0.020 0.1226 0.0446 -0.0551 0.004
C -3.145 -1.803 -0.358 -0.1088 0.0341 0.0306 0.001
C -1.965 -2.473 -1.047 0.1188 -0.0845 -0.0357 0.003
N -0.726 -2.187 -0.303 -0.2437 0.1024 -0.0675 -0.002
C -0.673 -2.890 0.998 -0.0341 -0.0336 -0.0317 0.001
C -0.167 -1.964 2.084 -0.0146 0.0270 0.0366 0.002
N -0.874 -0.669 1.973 -0.1620 0.0837 -0.0933 0.003
H -2.425 -0.299 3.389 -0.0079 0.0182 -0.0056 0.000
H -2.567 -1.795 2.507 -0.0070 0.0036 0.0084 0.000
H -4.256 -0.324 1.611 0.0023 -0.0071 0.0071 0.001
H -3.129 1.024 1.498 -0.0111 0.0064 0.0177 0.001
H -3.307 0.237 -0.611 -0.0175 0.0235 0.0038 0.003
H -3.419 -2.346 0.545 0.0003 0.0017 0.0024 0.000
H -4.021 -1.838 -1.006 -0.0049 -0.0011 -0.0158 0.000
H -2.155 -3.548 -1.133 -0.0038 0.0032 -0.0133 0.000
H -1.834 -2.077 -2.052 -0.0077 0.0186 0.0249 0.001
H 0.097 -2.425 -0.851 0.0164 0.0582 0.0117 0.002
H -1.675 -3.246 1.237 -0.0044 0.0054 0.0125 0.000
H -0.053 -3.782 0.928 -0.0070 -0.0101 0.0009 0.000
H -0.316 -2.413 3.071 0.0059 -0.0142 -0.0052 0.000
H 0.894 -1.767 1.940 -0.0367 0.0143 0.0113 0.000
H -0.388 -0.002 2.560 0.0312 -0.0006 -0.0197 0.002
C -0.449 3.614 3.796 0.0029 0.0125 0.0275 0.001
C -0.134 2.385 2.946 -0.0402 0.0140 -0.0081 0.001
C 1.140 1.688 3.420 0.0327 -0.0241 -0.0110 0.000
C -0.059 2.779 1.474 -0.0169 0.0463 0.0344 0.002
C 1.104 3.681 1.127 0.0799 -0.0496 -0.0208 0.000
C 1.967 3.009 0.361 -0.0463 -0.0496 0.0324 -0.001
N 1.560 1.717 0.045 0.0588 0.5826 -0.3814 -0.002
N 0.201 1.682 0.451 0.2336 -0.1360 0.0036 -0.021
B 2.238 0.831 -1.005 -0.0317 0.0152 0.1015 0.001
N 2.943 -0.390 -0.409 -0.0216 -0.1754 -0.0205 0.000
C 4.265 -0.544 -0.242 -0.0056 0.0785 -0.0004 0.000
C 4.486 -1.760 0.362 0.0300 0.0003 0.0385 0.000
C 3.204 -2.303 0.531 -0.0066 -0.0665 -0.0215 0.000
N 2.271 -1.470 0.056 -0.0381 0.1305 0.0490 0.002
C 2.874 -3.647 1.111 -0.0055 0.0180 -0.0292 0.000
C 3.305 -4.767 0.163 0.0213 -0.0030 -0.0332 0.000
C 3.501 -3.827 2.493 0.0209 0.0136 0.0281 0.000
N 1.295 0.328 -2.176 0.0864 0.0166 -0.1208 0.006
C 1.775 0.291 -3.423 -0.0079 -0.0376 -0.0140 0.007
C 0.745 0.022 -4.294 0.0394 0.0958 0.0203 0.004
C -0.393 -0.068 -3.492 -0.1050 -0.0835 0.0572 0.008
N -0.050 0.063 -2.198 0.1694 0.1629 0.0961 0.002
C -1.782 -0.113 -4.083 0.0155 -0.0089 -0.0481 0.001
C -2.098 -1.457 -4.743 -0.0411 -0.0401 -0.0208 0.000
C -2.913 0.360 -3.178 -0.0194 0.0152 0.0343 0.002
H -0.504 3.343 4.851 -0.0151 -0.0059 -0.0077 0.000
H -1.403 4.066 3.516 0.0129 0.0065 -0.0077 0.000
H 0.331 4.369 3.693 0.0047 -0.0062 -0.0010 0.000
H -0.996 1.712 3.052 0.0117 -0.0139 -0.0044 0.000
H 1.941 2.415 3.558 0.0003 0.0045 -0.0207 0.000
H 1.510 0.957 2.693 -0.0174 -0.0254 0.0187 0.000
H 0.981 1.188 4.377 -0.0040 0.0113 0.0068 0.000
H 1.255 4.673 1.517 -0.0441 0.0028 0.0129 0.000
H 2.932 3.339 0.006 -0.0093 0.0081 -0.0046 0.000
H 3.080 1.504 -1.530 0.0555 -0.0003 0.0312 0.000
H 4.951 0.222 -0.563 -0.0017 -0.0114 0.0033 0.000
H 5.432 -2.193 0.635 -0.0054 -0.0062 -0.0093 0.000
H 1.790 -3.692 1.218 0.0606 -0.0415 0.0261 0.000
H 4.386 -4.745 0.014 -0.0051 0.0016 0.0104 0.000
H 2.836 -4.657 -0.816 -0.0052 -0.0091 0.0002 0.000
H 3.042 -5.746 0.567 -0.0115 0.0018 0.0052 0.000
H 4.590 -3.799 2.428 -0.0036 0.0018 -0.0076 0.000
H 3.221 -4.788 2.925 -0.0088 0.0017 -0.0041 0.000
H 3.193 -3.035 3.178 -0.0054 -0.0089 0.0002 0.000
H 2.817 0.494 -3.603 -0.0061 -0.0160 -0.0241 0.000
H 0.788 -0.031 -5.368 -0.0038 0.0060 -0.0034 0.000
H -1.723 0.618 -4.895 0.0026 -0.0138 0.0016 0.000
H -2.176 -2.267 -4.014 -0.0015 0.0231 -0.0187 0.000
H -1.329 -1.737 -5.461 0.0088 0.0065 0.0033 0.000
H -3.050 -1.400 -5.273 0.0043 -0.0010 -0.0025 0.000
H -3.270 -0.447 -2.539 0.0043 -0.0328 0.0220 0.000
H -3.764 0.665 -3.787 0.0043 -0.0004 -0.0008 0.000
H -2.611 1.214 -2.566 -0.0098 -0.0246 -0.0044 0.000
Br -1.816 6.793 -1.227 -0.0123 0.0207 0.0089 0.002
C -1.465 4.989 -0.794 -0.0152 -0.0368 0.0433 0.001
C -1.685 4.522 0.428 0.0087 0.0541 -0.0164 -0.015
C -1.396 3.092 0.758 -0.0639 0.0301 0.0574 -0.010
C -0.913 2.189 -0.398 0.1838 -0.2929 0.0954 -0.096
C -0.625 2.870 -1.673 -0.0747 0.0202 -0.0283 0.002
C -0.925 4.158 -1.868 0.0120 -0.0247 -0.0507 -0.028
H -2.077 5.166 1.206 -0.0018 -0.0143 0.0085 -0.001
H -2.241 2.694 1.329 -0.0092 0.0209 0.0025 -0.003
H -0.202 2.311 -2.494 0.0268 0.0515 -0.0190 0.001
H -0.753 4.625 -2.828 0.0087 -0.0179 -0.0061 -0.002

---

No. 2
93
Properties=species:S:1:pos:R:3:forces:R:3:mulliken_charge:R:1 method="wB97M-V/def2-TZVPD" homo_lumo_gap_ev="3.0600 / 3.0590" lumo_energy_ev="2.221 / 2.221" energy_ev=-101757.810 total_charge=-1 relative_energy_kcal_mol=0.0
C 2.781 -2.328 -4.048 -0.0645 -0.1854 0.2234 -1.436
C 2.144 -1.632 -5.214 -0.3493 0.2110 -0.8864 0.188
H 2.804 -3.411 -4.218 -0.0423 0.1890 0.1943 0.394
H 2.230 -2.103 -3.125 0.1503 -0.1772 -0.2106 0.250
H 3.826 -2.014 -3.888 -0.3050 0.0609 -0.1554 0.260
C 2.139 -2.125 -6.464 0.1473 0.7196 0.6549 0.273
C 2.693 -3.448 -6.862 0.0817 -0.4038 -0.4419 -1.530
H 1.763 -1.521 -7.292 -0.0790 -0.1317 0.4046 0.279
H 2.360 -4.263 -6.210 0.0997 0.1269 -0.0551 0.366
H 3.788 -3.464 -6.900 -0.0865 0.0096 0.1037 0.299
H 2.341 -3.660 -7.875 0.0968 -0.2230 0.0936 0.378
Sn -0.160 -0.280 2.432 0.9788 -0.9934 -0.1546 0.524
Cl 1.679 -0.043 0.895 2.3823 0.5044 -1.8653 -0.501
C -0.631 2.232 0.941 -1.3720 -2.3382 1.5476 -0.091
O -1.277 1.263 1.484 -0.1006 4.3058 -2.3158 -0.774
N -1.251 3.114 0.187 -0.1634 0.6596 -0.6828 0.469
C -2.658 2.934 -0.182 0.1927 0.0240 0.0490 -0.924
C -0.512 4.253 -0.366 0.1330 -0.3414 -0.0091 -0.860
H 0.458 2.329 1.072 -0.2750 0.0950 0.1210 0.418
H -3.251 2.629 0.689 0.2548 0.0397 -0.2345 0.291
H -2.767 2.176 -0.974 0.0588 0.1550 0.3061 0.136
H -3.012 3.893 -0.566 -0.0880 -0.1209 0.0600 0.373
H 0.352 4.444 0.287 -0.2926 0.0571 -0.3299 0.339
H -1.178 5.122 -0.379 0.2566 -0.0838 0.0363 0.327
H -0.159 4.042 -1.389 -0.1522 0.1573 0.3224 0.256
H -4.448 1.401 5.280 0.0627 -0.1711 -0.0814 0.290
H -2.581 2.156 7.195 -0.0203 -0.2612 0.0589 0.314
C -4.052 0.387 5.422 0.1399 0.0553 0.3056 -0.963
C -2.459 1.062 7.236 -0.0103 0.1077 -0.2131 -0.957
N -2.685 0.458 5.924 -0.4821 0.4563 0.6393 0.287
H -4.072 -0.162 4.478 0.0876 0.1256 0.1990 0.239
C -1.641 0.196 5.155 -0.1525 -1.1343 -2.6991 0.780
O -1.757 -0.280 3.981 -1.1794 0.9271 3.7322 -0.366
H -1.434 0.834 7.552 -0.2685 0.0888 -0.0005 0.298
H -0.669 0.443 5.589 -0.1125 -0.1564 -0.1452 -0.364
H -4.669 -0.112 6.176 -0.0137 -0.0340 -0.1589 0.343
H -3.166 0.652 7.965 0.1584 0.0328 -0.1289 0.326
H -0.478 -5.207 2.160 -0.4486 0.1649 -0.1181 0.291
H -0.122 -3.273 -0.171 -0.3958 -0.0462 -0.0048 0.253
C -1.530 -5.015 1.874 0.2185 0.3039 0.0062 -0.905
C -1.183 -3.584 -0.165 0.0725 0.0326 0.5211 -0.837
N -1.687 -3.722 1.206 0.3179 -1.2178 -0.6382 0.467
H -2.142 -5.013 2.788 0.1826 -0.0752 -0.2740 0.290
C -1.956 -2.628 1.909 0.0933 2.6427 -0.1080 -0.615
O -1.725 -1.449 1.458 -2.1222 -2.9170 -0.1699 -0.138
H -1.786 -2.834 -0.693 0.2105 -0.2066 0.1701 0.184
H -2.351 -2.749 2.932 0.1961 -0.1584 -0.4052 0.121
H -1.865 -5.810 1.197 -0.0321 0.1192 0.1940 0.314
H -1.274 -4.554 -0.661 -0.0075 0.1077 0.0401 0.366
O 0.406 -0.610 -3.968 0.0386 -0.0564 -0.3712 -0.050
C 1.460 -0.302 -4.872 -0.0498 -0.0439 0.3649 0.148
C -0.093 0.107 -6.836 0.1340 0.2088 -0.2866 0.115
C 1.011 0.501 -6.081 0.2939 0.0803 0.1334 0.125
H -0.681 -0.749 -6.493 0.1386 0.3171 -0.1974 0.652
C -0.385 0.773 -8.035 -0.0279 -0.1092 0.3269 -0.986
H 2.215 0.280 -4.324 -0.1071 0.1755 -0.0554 0.320
C 1.781 1.603 -6.479 -0.2070 -0.3731 -0.2410 -0.320
H -1.246 0.438 -8.623 0.3636 0.2283 0.1230 0.386
C 0.421 1.832 -8.468 0.1675 -0.0078 0.1577 -0.394
C 1.510 2.253 -7.688 -0.2472 -0.1857 0.1687 -0.702
H 2.612 1.891 -5.827 -0.1955 0.0487 -0.3823 0.389
H 0.204 2.331 -9.418 0.0708 -0.1641 0.3470 0.358
H 2.149 3.078 -8.015 -0.2966 -0.2536 0.0817 0.376
Si -0.868 0.185 -3.237 0.5186 -0.4806 0.1041 -0.218
Cl 0.669 -2.399 3.284 0.8702 -2.4832 1.3160 -0.666
C -2.442 -0.514 -3.967 -0.1896 0.1228 -0.1929 -1.129
C -0.728 2.033 -3.497 -0.0841 0.2400 -0.2342 -0.917
C -0.774 -0.260 -1.442 -0.1039 0.2124 -0.3223 0.253
H -2.559 -0.249 -5.027 -0.0598 -0.0602 0.2256 0.336
H -3.305 -0.120 -3.407 0.1228 -0.1399 -0.1840 0.381
H -2.447 -1.611 -3.882 0.0187 0.2986 0.0174 0.305
H -0.437 -1.293 -1.317 -0.1288 0.2173 -0.0284 -0.232
H -1.734 -0.133 -0.925 0.2168 -0.0864 0.0344 0.304
H -0.017 0.349 -0.945 -0.0694 -0.0783 0.0504 -0.288
H -0.661 2.300 -4.564 -0.0901 -0.0630 0.2856 0.357
H 0.170 2.431 -3.000 -0.2425 -0.1358 -0.0615 0.176
H -1.619 2.523 -3.074 0.2872 -0.0181 -0.1019 0.524
O 3.529 3.870 5.943 0.1136 0.0650 -0.1743 -0.667
S 3.761 2.608 5.287 -1.4899 -1.6211 -0.8398 1.085
O 5.088 2.320 4.803 -0.2106 0.3081 0.1327 -0.655
N 2.596 2.277 4.158 0.4982 1.0553 -0.3039 -0.557
C 1.764 1.310 4.483 -0.7688 0.4038 -0.9598 0.422
O 0.658 1.069 3.839 2.2475 1.4829 2.5664 -0.313
C 2.144 0.616 5.744 -0.5531 -0.5980 0.4763 0.922
C 1.524 -0.451 6.424 0.3425 0.3518 -0.3000 -0.042
C 1.936 -0.748 7.722 0.2542 0.1732 -0.1153 -0.988
C 2.958 -0.005 8.331 0.1795 0.2973 -0.1307 -0.452
C 3.594 1.036 7.638 -0.3090 -0.4385 -0.1972 -0.515
C 3.182 1.298 6.337 0.5307 -0.0396 1.4033 -0.178
H 0.773 -1.050 5.912 0.1124 0.0593 0.0941 0.468
H 1.466 -1.566 8.269 0.1297 0.1648 -0.1606 0.400
H 3.270 -0.241 9.349 -0.1140 0.0571 -0.2136 0.359
H 4.375 1.657 8.067 -0.0623 -0.2349 0.1483 0.391

---

No. 3
85
Properties=species:S:1:pos:R:3:forces:R:3:lowdin_spin:R:1 method="wB97M-V/def2-TZVPD" homo_lumo_gap_ev="9.1359 / 7.0035" lumo_energy_ev="-2.066 / -4.197" energy_ev=-89954.356 total_charge=+1 spin_multiplicity=5
Co -0.690 0.031 0.202 -0.2526 -0.0654 -0.0102 2.855
O -0.235 0.014 2.207 0.1696 0.0059 -0.1368 0.042
C -0.478 1.255 2.906 0.0316 -0.0598 0.1909 0.003
C -0.936 2.275 1.823 -0.0996 0.0645 -0.2545 0.010
O -1.040 3.444 2.094 0.0151 0.0106 0.2388 0.017
O -1.219 1.765 0.656 0.0911 0.0881 0.0487 0.109
C -1.642 1.030 3.880 0.0543 0.0968 -0.0374 0.001
C -2.112 2.074 4.673 -0.0059 -0.0645 -0.0172 0.000
C -3.156 1.872 5.558 -0.0099 -0.0081 0.0082 0.000
C -3.754 0.625 5.671 0.0142 -0.0358 -0.0251 0.000
C -3.306 -0.414 4.875 -0.0297 0.0296 0.0368 0.000
C -2.265 -0.209 3.979 -0.0011 -0.0757 -0.0199 0.000
C 0.825 1.675 3.595 -0.0881 0.0717 -0.0422 0.001
C 1.877 0.771 3.694 0.0052 -0.0666 0.0285 0.000
C 3.054 1.111 4.346 0.0148 0.0212 0.0119 0.000
C 3.201 2.368 4.906 0.0151 -0.0034 0.0077 0.000
C 2.165 3.283 4.796 0.0189 -0.0123 0.0060 0.000
C 0.989 2.945 4.148 0.0351 -0.0753 -0.0585 0.000
H -0.116 -0.703 2.840 0.0103 0.0479 -0.0096 0.001
H -1.682 3.056 4.585 0.0755 0.0998 -0.0242 0.000
H -3.505 2.697 6.162 -0.0124 0.0248 0.0184 0.000
H -4.566 0.470 6.368 -0.0225 -0.0077 0.0184 0.000
H -3.768 -1.390 4.944 -0.0159 -0.0278 0.0042 0.000
H -1.971 -1.039 3.347 -0.0274 0.0171 0.0220 0.000
H 1.812 -0.214 3.251 0.0366 0.0192 0.0213 0.000
H 3.855 0.388 4.411 0.0270 -0.0214 0.0043 0.000
H 4.116 2.636 5.414 0.0203 0.0055 0.0128 0.000
H 2.272 4.275 5.212 0.0052 0.0285 0.0131 0.000
H 0.221 3.689 4.036 -0.1210 0.0615 -0.0186 0.000
C 1.880 2.290 -1.107 0.0023 -0.0074 0.0529 0.004
C 1.291 1.882 -2.473 -0.0031 0.0806 -0.0388 0.009
C 2.191 2.428 -3.588 0.0424 -0.0026 -0.0030 0.002
C -0.087 2.553 -2.585 -0.0637 -0.0159 0.0301 0.000
P 1.053 0.033 -2.527 -0.0923 -0.0867 0.3168 0.111
N 0.381 -0.470 -1.133 0.1312 -0.0787 -0.2380 0.678
C -0.177 -0.483 -3.845 -0.0135 -0.0159 -0.0503 0.036
C -1.614 -0.160 -3.397 -0.0169 0.0308 0.0159 0.009
C 0.091 0.191 -5.196 -0.0055 -0.0006 -0.0233 0.007
C -0.105 -2.005 -4.032 0.0459 -0.0135 0.0339 0.002
C 2.684 -0.862 -2.692 0.0430 0.0544 -0.0694 0.013
C 2.555 -2.309 -2.189 -0.0260 -0.0214 -0.0050 0.003
C 3.233 -0.864 -4.123 0.0491 0.0068 -0.0174 0.002
C 3.709 -0.172 -1.777 0.0351 0.0196 0.0201 0.003
H 1.597 3.325 -0.915 0.0209 0.0524 -0.0010 0.000
H 2.964 2.235 -1.091 -0.0098 -0.0063 0.0358 0.000
H 1.489 1.704 -0.275 0.0052 -0.0017 -0.0259 0.003
H 2.225 3.514 -3.487 -0.0098 0.0351 0.0003 0.001
H 1.817 2.205 -4.586 -0.0109 -0.0096 -0.0026 0.000
H 3.216 2.069 -3.512 -0.0257 0.0125 -0.0236 0.000
H 0.052 3.617 -2.395 -0.0012 0.0405 -0.0146 0.000
H -0.798 2.195 -1.839 0.0387 -0.0046 0.0017 0.000
H -0.519 2.455 -3.577 -0.0127 0.0058 -0.0055 0.000
H -1.874 0.885 -3.530 0.0087 0.0186 0.0552 0.000
H -1.805 -0.438 -2.360 0.0114 -0.0525 -0.0012 0.006
H -2.292 -0.747 -4.018 -0.0236 0.0281 -0.0427 0.000
H -0.115 1.259 -5.174 0.0224 -0.0076 -0.0065 0.000
H -0.584 -0.253 -5.932 -0.0201 -0.0022 -0.0055 0.003
H 1.107 0.039 -5.555 0.0218 -0.0197 0.0005 0.000
H -0.237 -2.538 -3.092 -0.0169 -0.0191 0.0426 0.001
H 0.821 -2.331 -4.496 0.0263 -0.0057 0.0070 0.000
H -0.918 -2.290 -4.700 -0.0117 -0.0273 -0.0162 0.000
H 2.070 -2.965 -2.904 -0.0647 -0.0135 -0.0309 0.000
H 2.019 -2.364 -1.243 0.0114 0.0263 0.0277 0.001
H 3.563 -2.692 -2.029 0.0257 -0.0389 -0.0207 0.000
H 2.653 -1.495 -4.792 -0.0127 0.0097 -0.0148 0.000
H 4.246 -1.270 -4.095 0.0088 -0.0199 -0.0070 0.001
H 3.298 0.133 -4.556 0.0027 0.0133 0.0106 0.000
H 3.356 -0.085 -0.750 -0.0198 -0.0124 0.0283 0.002
H 3.997 0.812 -2.135 0.0011 -0.0432 0.0153 0.000
H 4.608 -0.790 -1.767 0.0143 0.0023 0.0040 0.000
C -2.999 -4.620 0.994 -0.0231 -0.0324 0.0273 0.000
N -2.297 -3.377 0.673 -0.0894 0.0944 -0.0254 0.003
C -0.854 -3.416 0.464 0.0371 -0.0061 -0.0600 -0.001
C -2.917 -2.200 0.606 0.0829 -0.0543 0.0160 0.007
C -4.399 -2.084 0.797 0.0410 -0.0200 0.0251 0.002
O -2.281 -1.148 0.388 -0.0940 -0.0008 -0.1158 0.050
H -2.273 -5.427 0.997 -0.0297 -0.0052 0.0094 0.000
H -3.759 -4.845 0.247 0.0001 -0.0186 0.0169 0.000
H -3.458 -4.570 1.980 -0.0133 -0.0258 -0.0110 0.000
H -0.559 -4.441 0.257 0.0187 0.0226 -0.0011 0.000
H -0.317 -3.070 1.351 0.0160 -0.0057 -0.0051 0.000
H -0.575 -2.785 -0.380 0.0136 -0.0266 0.0504 0.000
H -4.907 -3.019 1.001 -0.0061 -0.0259 0.0048 0.001
H -4.817 -1.634 -0.102 -0.0014 0.0162 -0.0134 0.000
H -4.570 -1.386 1.616 -0.0138 0.0094 0.0090 0.000